1) Molecular formula: C8H6N2S
Method: DFT, ωB97M-V with the def2-TZVPD basis set

```
17
Properties=species:S:1:pos:R:3
C 1.36296 2.20086 -0.60410
C 0.21741 1.41918 -0.70395
C -0.06138 0.07127 -0.13171
C -0.80774 -0.01091 1.02539
C -1.09954 -1.24226 1.60581
C -0.68345 -2.37371 1.03204
C 0.24095 -2.33563 -0.09651
C 0.43182 -1.09878 -0.67208
H 2.29921 1.96230 0.06755
H -1.39282 0.98273 1.62946
H -1.78593 -1.20403 2.45325
H -0.79623 -3.55249 1.53195
H 0.53626 -3.20435 -0.54579
H 0.84485 -0.68923 -1.49444
N 1.26436 3.34711 -1.26236
N 0.23889 3.50966 -2.04035
S -0.80963 2.21828 -1.79417
```

Results
E_LUMO ... 0.01120 hartree
E_HOMO ... -9.4938 eV



2) Molecular formula: C8H6N2S
Method: DFT, ωB97M-V with the def2-TZVPD basis set

```
17
Properties=species:S:1:pos:R:3
C 1.87384 -1.43099 1.08427
C -0.41414 1.56579 -0.50689
C 0.47583 2.59708 -0.75168
C 0.11802 0.37748 -0.15638
C 1.53257 0.60382 0.04680
C 0.01666 -2.80223 0.53929
C -0.94844 -0.72471 -0.02801
C 2.47280 -0.38341 0.58682
N 1.00460 -2.25333 1.24784
N -0.86847 -2.14525 -0.04210
S 2.05986 2.13283 -0.35741
H -1.51467 1.86945 -0.53018
H 0.03245 3.52486 -1.14116
H 0.02596 -3.90327 0.62272
H -1.38414 -0.56778 0.95085
H -1.72673 -0.59917 -0.78900
H 3.47982 -0.10973 0.75082
```

Results
E_LUMO (alpha / beta) ... 0.00995 / 0.00997 hartree
E_HOMO (alpha / beta) ... -7.6399 / -7.6398 eV



It turns out 1) is the most stable, with the second structure 13.7 kcal/mol higher.



1) Molecular formula: C2H8NS
Method: DFT, ωB97M-V with the def2-TZVPD basis set

```
12
Properties=species:S:1:pos:R:3
C 0.51563 -0.35664 -0.15494
C -0.28521 0.60689 0.67478
S 0.81993 1.09253 2.01863
N -0.22072 -0.89166 -1.34512
H 1.47184 0.07354 -0.45578
H 0.80772 -1.20671 0.44967
H -0.63950 1.45307 0.09703
H -1.19350 0.14568 1.07103
H 0.10532 2.12520 2.48327
H -0.24684 -0.22981 -2.12339
H 0.07993 -1.82427 -1.62609
H -1.21460 -0.98784 -1.08910
```

Results
E_LUMO ... -0.14960 hartree
E_HOMO ... -13.1438 eV
Total charge ... +1



2) Molecular formula: C2H8NS
Method: DFT, ωB97M-V with the def2-TZVPD basis set

```
12
Properties=species:S:1:pos:R:3
C 1.04385 -0.96354 0.05700
C -0.66935 0.70745 0.07878
N 0.53968 0.21620 -0.66693
S -2.09291 -0.37287 0.16309
H 0.51007 -1.73261 -0.51040
H 2.10027 -1.15637 -0.01757
H 0.76338 -0.93931 1.07027
H 0.21924 0.67507 1.87126
H -0.76257 1.81710 0.02958
H 0.22482 0.05862 -1.60092
H 1.08847 1.05251 -0.46072
H -2.96495 0.63775 -0.01345
```

Results
E_LUMO (alpha / beta) ... -0.19043 / -0.18694 hartree
E_HOMO (alpha / beta) ... -13.9094 / -13.6764 eV
Total charge ... +1



3) Molecular formula: C2H8NS
Method: DFT, ωB97M-V with the def2-TZVPD basis set

```
12
Properties=species:S:1:pos:R:3
C 0.14415 0.39752 0.51061
C -0.68405 -0.08887 -0.69184
S -2.45014 -0.37479 -0.34786
N 1.45623 -0.33635 0.54056
H -0.45833 0.27549 1.43739
H 0.29589 1.45297 0.38382
H -0.24230 -1.06352 -1.02512
H -0.60421 0.57420 -1.53654
H -2.81421 0.79368 -0.90713
H 2.05828 0.07021 1.26288
H 1.91360 -0.35831 -0.37243
H 1.38508 -1.34222 0.74565
```

Results
E_LUMO ... -0.14787 hartree
E_HOMO ... -13.2225 eV
Total charge ... +1



It turns out 1) is the most stable, with the second structure 2.8 kcal/mol higher.



1) Molecular formula: CO4S2
Method: DFT, ωB97M-V with the def2-TZVPD basis set

```
7
Properties=species:S:1:pos:R:3
C -1.64480 -0.71456 0.08672
O 1.64713 0.57786 1.16714
O -1.84208 -1.88395 0.20309
O 1.40475 0.34701 -1.34754
O 1.55446 -1.66244 0.19341
S -2.43574 0.72808 -0.11643
S 1.05851 -0.29810 -0.01039
```

Results
E_LUMO (alpha / beta) ... 0.20832 / 0.20847 hartree
E_HOMO (alpha / beta) ... 1.1394 / 1.1518 eV
Total charge ... -2



2) Molecular formula: CO4S2
Method: DFT, ωB97M-V with the def2-TZVPD basis set

```
7
Properties=species:S:1:pos:R:3
C -0.92433 -0.24232 0.13983
O 0.76531 1.62290 0.52299
O -1.38831 -1.55279 1.11606
O 1.05255 0.21618 -1.52448
O 1.65608 -0.66474 0.72087
S -1.94962 0.37442 -0.93126
S 0.78832 0.24636 -0.04401
```

Results
E_LUMO ... 0.21890 hartree
E_HOMO ... 0.0411 eV
Total charge ... -2



It turns out 1) is the most stable, with the second structure 39.4 kcal/mol higher.



1) Molecular formula: C5H10NP
Method: DFT, ωB97M-V with the def2-TZVPD basis set

```
17
Properties=species:S:1:pos:R:3
C 2.31262 -0.45210 0.24859
C 0.71046 -1.71108 0.44882
C 0.24554 0.17174 -1.58198
C -1.97788 -0.58008 0.05989
C 0.09912 1.39531 1.06895
N 3.26576 0.17393 0.12910
P -0.18853 -0.25968 0.16058
H 0.85066 -1.88488 1.58078
H -0.59222 0.26365 -2.42554
H 1.07629 0.93988 -1.53322
H 0.71733 -0.83555 -1.79200
H -2.63034 -1.00287 0.88964
H -2.60799 0.10520 -0.36605
H -2.06169 -1.38145 -0.73174
H 1.04098 1.72956 0.52765
H -0.66900 2.13990 1.15426
H 0.40890 1.18852 2.16227
```

Results
E_LUMO ... 0.01407 hartree
E_HOMO ... -9.3026 eV



2) Molecular formula: C5H10NP
Method: DFT, ωB97M-V with the def2-TZVPD basis set

```
17
Properties=species:S:1:pos:R:3
C -1.08747 0.93287 0.44769
C 0.12833 0.18234 -0.08295
C -2.42539 0.40993 0.00400
C 1.40311 0.91865 0.06351
C 1.58813 -2.37433 -0.80244
N -0.81307 1.98087 1.17213
P -0.06659 -1.48067 -0.44820
H -2.54973 -0.45976 0.66461
H -3.11490 1.15172 0.45685
H -2.69970 0.24859 -1.02346
H 1.41526 1.71343 0.79014
H 1.82942 1.51789 -0.74055
H 2.20904 0.34390 0.43314
H 1.57088 -3.28597 -1.37659
H 2.15164 -1.55375 -1.19888
H 2.02692 -2.70914 0.12076
H -1.56586 2.46345 1.52024
```

Results
E_LUMO ... -0.00248 hartree
E_HOMO ... -8.7958 eV



It turns out 2) is the most stable, with the second structure 54.4 kcal/mol higher.